The following is a quantum chemistry calculation of a structure of composition C31H31BrN2O6PtS, from the OMol25 dataset.

Each line ends with the Mulliken charge.
CARTESIAN COORDINATES (ANGSTROEM)
Pt: -0.063 -1.325 -0.164  1.4389
O: 3.898 -1.589 1.780  -0.7678
C: 2.681 -1.726 1.596  0.0743
O: 1.735 -1.028 2.022  -0.5725
C: 2.310 -2.916 0.689  0.8017
C: 3.137 -4.032 0.684  -0.7896
C: 2.800 -5.140 -0.067  -0.2737
C: 1.640 -5.102 -0.829  -0.8115
C: 0.875 -3.958 -0.814  -0.0531
N: 1.205 -2.887 -0.071  0.3575
H: 4.031 -3.984 1.289  0.4994
H: 3.428 -6.021 -0.062  0.4361
H: 1.326 -5.942 -1.431  0.4097
H: -0.033 -3.871 -1.389  0.4322
O: 1.384 0.069 -0.630  -0.9171
S: 1.577 1.157 0.446  0.7939
C: 3.366 1.256 0.773  -1.2519
C: 4.212 1.228 -0.461  0.1957
C: 4.757 2.401 -0.977  -0.3083
C: 5.520 2.379 -2.136  -0.6093
C: 5.742 1.178 -2.793  -0.4446
C: 5.211 0.003 -2.279  -0.8739
C: 4.453 0.024 -1.119  0.3032
C: 1.447 2.658 -0.563  -1.2860
C: 0.092 2.793 -1.191  0.0953
C: -0.159 2.204 -2.425  -0.0700
C: -1.398 2.348 -3.031  -0.8090
C: -2.399 3.080 -2.406  -0.3343
C: -2.157 3.662 -1.170  -0.7404
C: -0.918 3.516 -0.565  -0.1036
H: 3.576 0.426 1.451  0.4108
H: 3.471 2.196 1.322  0.6922
H: 4.594 3.340 -0.459  0.3887
H: 5.942 3.298 -2.522  0.3906
H: 6.339 1.155 -3.696  0.3833
H: 5.395 -0.939 -2.780  0.4172
H: 4.066 -0.895 -0.701  0.2962
H: 2.230 2.608 -1.319  0.3864
H: 1.657 3.484 0.120  0.6018
H: 0.622 1.630 -2.907  0.3656
H: -1.579 1.895 -3.997  0.4376
H: -3.361 3.208 -2.888  0.4580
H: -2.930 4.242 -0.681  0.4719
H: -0.731 3.973 0.400  0.3607
Br: -2.547 0.654 6.227  -0.2058
C: -2.545 -0.298 4.587  0.2005
C: -3.751 -0.718 4.048  -0.2803
C: -3.743 -1.388 2.836  -1.0583
C: -2.547 -1.646 2.170  0.4790
C: -1.346 -1.246 2.748  -0.1838
C: -1.342 -0.561 3.955  -0.7787
C: -2.632 -2.324 0.825  0.1873
O: -3.729 -2.535 0.331  -0.6908
O: -1.522 -2.649 0.209  -0.5776
H: -4.678 -0.523 4.570  0.4513
H: -4.668 -1.719 2.384  0.4313
H: -0.393 -1.445 2.274  0.8181
H: -0.406 -0.239 4.391  0.5539
C: -4.919 0.624 -0.568  -1.2006
N: -3.575 0.749 -0.020  1.1716
C: -3.450 1.347 1.304  -1.3736
C: -2.540 0.156 -0.600  -0.0650
C: -2.755 -0.563 -1.895  -1.9839
O: -1.415 0.212 -0.029  -0.3617
H: -5.591 1.217 0.046  0.4264
H: -5.245 -0.418 -0.545  0.3259
H: -4.966 1.003 -1.589  0.3132
H: -3.697 2.408 1.253  0.5231
H: -2.434 1.225 1.663  0.1378
H: -4.134 0.847 1.991  0.5908
H: -3.204 0.108 -2.626  0.5510
H: -3.417 -1.413 -1.728  0.4495
H: -1.798 -0.922 -2.260  0.2677

Charge: 0
Multiplicity: 1
Kohn-Sham gap (eV): 8.7
Energy (eV): -132041.244
HOMO (Ha): -0.3072